Formula: C30H45NOPTm
Source: OMol25
Level of theory: ωB97M-V/def2-TZVPD

Results
HOMO energy (alpha / beta): -7.0 / -7.1 eV
E: -74195.1237 eV

Geometry as ORCA input:
```
! RIJCOSX wB97M-V def2-TZVPD def2/J DEFGRID3
* xyz 0 3
C 2.1652 0.7916 1.5209
C 1.8839 1.9529 0.7250
C 0.4740 2.2375 0.8311
H 2.6071 2.5150 0.1273
C -0.0859 1.2831 1.7365
C 0.9322 0.3742 2.1457
H 0.8181 -0.4139 2.9013
H 3.1292 0.2882 1.6173
H -0.0528 3.0970 0.3965
H -1.1072 1.3108 2.1089
C -0.6959 -1.1291 -2.0260
C 0.4590 -1.9466 -1.7654
C 0.2983 -2.5102 -0.4517
H 1.3287 -2.0443 -2.4070
C -1.0284 -2.2067 -0.0104
C -1.6338 -1.3582 -0.9659
H -2.6623 -1.0062 -0.9476
H -0.8671 -0.5030 -2.9023
H 1.0174 -3.1522 0.0491
H -1.5199 -2.6498 0.8558
Tm 0.9718 0.0095 -0.4576
O -3.3401 1.3238 0.7445
C -3.4633 2.6107 0.0947
C -4.2658 2.3148 1.3448
H -2.6061 3.2740 0.1720
H -4.0050 2.6149 -0.8510
H -3.9168 2.7946 2.2746
H -6.2115 2.9246 3.1549
C -6.6249 2.4484 2.2546
C -5.7167 2.0457 1.2376
C -6.2327 1.4066 0.0869
H -5.5551 1.0822 -0.7038
C -7.6094 1.2487 -0.0576
H -7.9929 0.7742 -0.9528
C -8.5042 1.7027 0.9125
H -9.5784 1.5837 0.7898
C -7.9974 2.3046 2.0699
H -8.6744 2.6857 2.8382
C 6.1706 -2.6666 -1.5136
C 4.6871 -2.3629 -1.2459
C 3.8911 -3.5272 -1.8616
C 4.4176 -2.3265 0.2796
P 4.1959 -0.7144 -1.9883
N 2.8234 -0.2286 -1.3735
C 5.5217 0.5660 -1.6256
C 6.7661 0.3911 -2.5143
C 4.9248 1.9611 -1.8519
C 5.9960 0.4427 -0.1691
C 4.0642 -0.9073 -3.8274
C 5.2780 -1.6246 -4.4483
C 2.8345 -1.7057 -4.2870
C 3.9922 0.4787 -4.5174
H 6.4196 -3.6702 -1.1441
H 6.8561 -1.9847 -1.0179
H 6.4152 -2.6498 -2.5756
H 4.0830 -4.4477 -1.2889
H 2.8132 -3.3603 -1.8363
H 4.2046 -3.7373 -2.8882
H 5.1816 -1.7572 0.8270
H 3.4265 -1.9019 0.5002
H 4.4067 -3.3537 0.6814
H 6.5893 0.6237 -3.5643
H 7.5457 1.0896 -2.1842
H 7.2049 -0.6092 -2.4670
H 3.9312 2.0347 -1.4102
H 5.5612 2.6946 -1.3470
H 4.8629 2.2202 -2.9103
H 5.1740 0.4599 0.5531
H 6.6297 -0.4338 0.0015
H 6.6370 1.3074 0.0467
H 5.3231 -2.6776 -4.1720
H 5.1603 -1.5814 -5.5423
H 6.2371 -1.1665 -4.2071
H 1.9055 -1.1538 -4.1242
H 2.9104 -1.8358 -5.3727
H 2.7937 -2.7060 -3.8511
H 3.3046 1.1732 -4.0177
H 4.9823 0.9452 -4.6323
H 3.6233 0.3277 -5.5476
*
```


Formula: C30H46Cl3CuNPSi
Source: OMol25
Level of theory: ωB97M-V/def2-TZVPD

Results
HOMO energy (alpha / beta): -11.1 / -11.4 eV
E: -132719.3240 eV
Relative energy (zero: lowest compared OMol25 entry of this formula, charge and spin): 7.3 kcal per mole

Geometry as ORCA input:
```
! RIJCOSX wB97M-V def2-TZVPD def2/J DEFGRID3
* xyz 1 2
Cu -0.0728 -0.6803 -1.6408
C -2.7204 -4.3577 -0.5425
C -1.5306 -4.4297 0.4154
C -1.9179 -5.1424 1.7135
C -0.9554 -3.0614 0.7014
C 0.3731 -2.7786 0.4028
C 0.9693 -1.5532 0.7020
C 2.4983 -1.4453 0.6437
C 3.0971 -1.4856 2.0605
C 3.1738 -2.5870 -0.1156
C 0.1533 -0.5256 1.2469
C -1.1681 -0.8279 1.6411
C -1.6915 -2.0842 1.3476
C -2.0096 0.0751 2.5320
C -3.4854 0.1474 2.1203
C -1.9436 -0.4313 3.9810
C 0.7649 0.8182 1.5226
C 1.1242 1.1097 2.8403
C 1.7786 2.2745 3.1932
C 2.1064 3.1919 2.2085
C 1.7312 2.9387 0.9027
C 1.0440 1.7767 0.5329
P 0.4500 1.6424 -1.2003
C -1.0643 2.7541 -1.2179
C -1.6849 2.7248 -2.6169
C -0.8034 4.2055 -0.7991
C -2.0432 2.1799 -0.1967
C 1.7851 2.3197 -2.3464
C 1.9747 3.8397 -2.4571
C 1.4551 1.8452 -3.7672
C 3.0991 1.6680 -1.8825
H -3.1569 -5.3473 -0.6808
H -2.4228 -3.9791 -1.5222
H -3.5022 -3.7078 -0.1408
H -0.7418 -5.0129 -0.0683
H -2.7573 -4.6406 2.2001
H -1.0851 -5.1650 2.4169
H -2.2201 -6.1695 1.5070
H 0.9764 -3.5664 -0.0257
H 2.7765 -0.4928 0.1800
H 2.8271 -2.4272 2.5438
H 2.7749 -0.6708 2.6927
H 4.1855 -1.4425 1.9951
H 3.1542 -3.5006 0.4822
H 4.2199 -2.3349 -0.2883
H 2.7241 -2.8114 -1.0769
H -2.7063 -2.3068 1.6575
H -1.5940 1.0805 2.5090
H -4.0315 -0.7375 2.4519
H -3.6153 0.2383 1.0425
H -3.9615 1.0088 2.5899
H -2.3262 -1.4522 4.0386
H -2.5594 0.1967 4.6270
H -0.9321 -0.4367 4.3796
H 0.9001 0.3814 3.6063
H 2.0460 2.4517 4.2264
H 2.6370 4.1025 2.4519
H 1.9638 3.6781 0.1560
H -1.0774 3.2618 -3.3446
H -2.6583 3.2193 -2.5806
H -1.8397 1.7055 -2.9805
H -0.2378 4.7700 -1.5339
H -0.3006 4.2695 0.1649
H -1.7739 4.6960 -0.6886
H -2.2019 1.1132 -0.3181
H -3.0068 2.6842 -0.3019
H -1.6858 2.3559 0.8156
H 1.1341 4.3155 -2.9600
H 2.8548 4.0050 -3.0836
H 2.1531 4.3561 -1.5192
H 0.5740 2.3386 -4.1757
H 1.2825 0.7742 -3.8160
H 2.2973 2.0774 -4.4221
H 3.5600 2.2333 -1.0736
H 3.8020 1.6328 -2.7167
H 2.9560 0.6425 -1.5307
Cl 0.6098 -1.2446 -5.2971
Si 1.2220 -1.6227 -3.3796
Cl 3.2591 -1.6281 -3.4439
Cl 0.4783 -3.5109 -2.9542
N -3.2026 -1.1762 -1.5899
C -2.0612 -1.0384 -1.5165
H -4.1971 -1.2875 -1.6296
*
```